Molecular formula: C2H2FGaO
Method: DFT, wB97M-V/def2-TZVPD

Geometry as XYZ:
```
7
C2H2FGaO wB97M-V/def2-TZVPD
C -0.933 -0.080 -0.382
C 0.349 -0.688 -0.598
O -0.384 -0.962 0.653
H -1.893 -0.322 -0.844
F -0.901 1.239 0.053
H 0.337 -1.559 -1.270
Ga 1.895 0.354 0.213
```

HOMO level (alpha / beta) ... -15.56 / -16.38 eV
Relative energy (zero: lowest compared OMol25 entry of this formula, charge and spin) ... 0.00 kcal per mole
Multiplicity ... 2
Total energy ... -2176.8941 hartree
Gap between HOMO and LUMO (alpha / beta) ... 9.849 / 7.850 eV
Total charge ... +1

Okay, here come the natural (NBO) numbers, in e, for every atom:
1 C 0.406
2 C -0.376
3 O -0.436
4 H 0.236
5 F -0.329
6 H 0.277
7 Ga 1.222